# 1
ORCA calculation (ωB97M-V with the def2-TZVPD basis set) on a gas-phase ion, C27H41Si (charge +1).

The geometry in XYZ format:
```
69
C27H41Si | OMol25 | ωB97M-V with the def2-TZVPD basis set
C 2.0107 1.9837 0.7914
C 0.5312 1.6279 1.0358
C -0.1644 2.7478 1.8117
Si 0.1929 -0.1004 1.7796
C -0.5039 -1.2119 0.3932
C -0.8773 -0.5149 -0.9229
C -1.6591 -2.0880 0.8834
C 1.9083 -0.8353 2.2655
C 2.3826 -2.0610 1.4668
C 2.0487 -1.1059 3.7656
C -0.9995 -0.0773 3.3490
C -2.3743 0.4557 3.3828
C -3.5416 -0.1474 4.1069
H 2.0588 2.9296 0.2345
H 2.5551 2.1230 1.7353
H 2.5315 1.2250 0.1950
H 0.0539 1.5710 0.0447
H 0.1360 3.7135 1.3819
H -1.2552 2.6726 1.7415
H 0.1142 2.7526 2.8738
H 0.3377 -1.8856 0.1632
H -1.2012 -1.2765 -1.6449
H -1.7006 0.1990 -0.7905
H -0.0230 0.0091 -1.3657
H -1.9419 -2.7834 0.0816
H -1.3846 -2.6939 1.7548
H -2.5433 -1.4900 1.1372
H 2.6001 -0.0142 2.0184
H 3.3951 -2.3275 1.8017
H 1.7327 -2.9324 1.6288
H 2.4367 -1.8603 0.3902
H 3.0842 -1.4082 3.9712
H 1.8401 -0.2159 4.3688
H 1.3862 -1.9169 4.0945
H -1.0640 -1.1400 3.6572
H -0.3303 0.4122 4.1048
H -2.6188 1.2961 2.7244
H -4.3710 0.0244 3.3933
H -3.4019 -1.2430 4.1862
C -4.6513 6.1368 5.5378
C -4.5166 4.6507 5.6370
C -3.2917 4.0607 5.2897
C -3.1398 2.6734 5.3140
C -4.2149 1.8326 5.6324
C -4.0261 0.3261 5.4751
C -5.2288 -0.5691 5.8924
C -4.9286 -1.8239 6.4448
C -5.9288 -2.6960 6.8397
C -7.2763 -2.3493 6.6922
C -8.3478 -3.2921 7.1581
C -7.5897 -1.1160 6.1079
C -6.5707 -0.2757 5.6456
C -5.3615 2.4425 6.1525
C -5.5335 3.8240 6.1050
H -5.6950 6.4429 5.6395
H -4.0679 6.6508 6.3125
H -4.2735 6.4800 4.5684
H -2.4580 4.6981 5.0079
H -2.1757 2.2425 5.0384
H -3.2273 0.0516 6.1789
H -3.8773 -2.1054 6.5405
H -5.6627 -3.6473 7.3061
H -9.3035 -2.7722 7.2949
H -8.5012 -4.1008 6.4253
H -8.0803 -3.7680 8.1154
H -8.6278 -0.8041 6.0445
H -6.8458 0.6284 5.1023
H -6.1611 1.8379 6.5740
H -6.4641 4.2716 6.4556
```

Calculated values
F_max	2.7	eV/Å
total charge	+1
LUMO energy	-5.7	eV
gap between HOMO and LUMO	5.72	eV
calculated total energy	-36534.353	eV
energy relative to the best compared isomer or geometry (same formula, charge and spin)	1.271	eV

# 2
ORCA calculation (ωB97M-V with the def2-TZVPD basis set) on a molecular structure, C27H42AlBrFO6S.

The geometry in XYZ format:
```
79
C27H42AlBrFO6S | OMol25 | ωB97M-V with the def2-TZVPD basis set
C 0.3372 1.2645 4.4635
C -0.6485 2.2561 3.8792
C -1.8482 2.4511 4.5229
C -2.7752 3.3333 4.0056
C -2.4614 4.0250 2.8678
C -1.2587 3.8659 2.2173
C -1.0013 4.7171 0.9893
C -0.5212 3.9244 -0.2278
Br -0.1613 5.4531 -1.5827
C -1.5522 3.0164 -0.9834
O -1.4168 1.7442 -0.4165
Al 0.3581 1.5630 -0.5896
C 0.7815 0.9124 -2.4256
C 0.6072 -0.6033 -2.6289
C -0.8920 -1.0292 -2.6254
C -1.4198 -0.8601 -4.0470
C -1.0571 -1.7945 -4.9969
C -1.4981 -1.6359 -6.2901
C -2.2764 -0.5419 -6.5863
C -2.6492 0.3741 -5.6471
C -2.2072 0.2242 -4.3420
S 1.4864 0.0473 0.7958
O 2.6103 -0.4850 0.0505
O 1.9982 0.7278 1.9617
F 0.4682 -1.1542 1.2046
O 0.6784 3.2928 -0.1558
C -0.3554 2.9652 2.7430
H 0.3261 0.3328 3.8910
H 1.3539 1.6650 4.4324
H 0.0878 1.0605 5.5084
H -2.0461 1.9006 5.4384
H -3.7090 3.4631 4.5438
H -3.1961 4.7281 2.4785
H -0.2325 5.4626 1.2141
H -1.9216 5.2304 0.7070
H -1.1961 3.0987 -2.0294
H -2.5746 3.4090 -1.0552
H 1.8084 1.2262 -2.6589
H 0.1182 1.4161 -3.1431
H 1.0110 -0.8544 -3.6192
H 1.1451 -1.2212 -1.9037
H -0.9992 -2.0770 -2.3266
H -1.4831 -0.4263 -1.9287
H -0.4310 -2.6255 -4.6870
H -1.1908 -2.3579 -7.0396
H -2.6101 -0.4230 -7.6157
H -3.2824 1.2269 -5.8703
H -2.4629 0.9371 -3.5660
H 0.5993 2.8343 2.2420
C -2.4152 -5.5752 -0.2604
C -2.8257 -4.1220 -0.0922
O -3.2336 -3.4994 -1.2962
C -4.3455 -4.0694 -1.9561
C -5.6174 -4.0793 -1.1244
H -1.6097 -5.6613 -0.9918
H -2.0683 -5.9812 0.6910
H -3.2425 -6.1974 -0.6068
H -1.9704 -3.5472 0.2645
H -3.6059 -4.0221 0.6711
H -4.1034 -5.0789 -2.3100
H -4.5069 -3.4611 -2.8471
H -5.5127 -4.6864 -0.2236
H -6.4463 -4.4866 -1.7059
H -5.8740 -3.0665 -0.8098
C 5.3348 -0.7156 1.5477
C 5.0375 -0.0911 2.8976
O 5.9339 -0.4961 3.9328
C 7.2958 -0.1920 3.7264
C 7.5809 1.2934 3.5739
H 5.3173 -1.8053 1.6188
H 4.5833 -0.4003 0.8197
H 6.3205 -0.4228 1.1764
H 4.0458 -0.3983 3.2236
H 5.0123 1.0008 2.8258
H 7.6864 -0.7520 2.8682
H 7.8237 -0.5673 4.6059
H 7.0852 1.7155 2.6992
H 8.6538 1.4642 3.4643
H 7.2262 1.8412 4.4489
```

Calculated values
F_max	2.3	eV/Å
total charge	-1
LUMO energy	2.6	eV
gap between HOMO and LUMO	8.79	eV
calculated total energy	-131162.408	eV
energy relative to the best compared isomer or geometry (same formula, charge and spin)	0.238	eV

# 3
ORCA calculation (ωB97M-V with the def2-TZVPD basis set) on a molecular structure, C27H42As3IMnN4O5S.

The geometry in XYZ format:
```
84
C27H42As3IMnN4O5S | OMol25 | ωB97M-V with the def2-TZVPD basis set
Mn -0.4677 -0.0338 1.0190
C -3.8954 -1.2188 0.2189
As -2.1813 -0.7793 -0.5837
C -2.7866 0.4691 -1.9436
C -1.8895 -2.3359 -1.7419
C -1.0573 -3.5067 -1.1932
C -1.5030 -3.8661 0.2285
C 0.4371 -3.1744 -1.2126
As 1.1666 -1.8693 0.0741
C 2.0036 -3.0799 1.3489
C 2.7806 -1.5125 -0.9710
C -1.3176 -4.7527 -2.0676
As -0.7806 -5.0208 -3.9623
C 1.1563 -5.2908 -3.7671
C -0.6936 -3.2291 -4.7667
H -4.5616 -1.6444 -0.5314
H -4.3277 -0.3002 0.6136
H -3.7553 -1.9293 1.0319
H -3.5391 -0.0074 -2.5720
H -1.9456 0.7869 -2.5591
H -3.2172 1.3367 -1.4459
H -1.4312 -1.9451 -2.6505
H -2.8879 -2.6880 -2.0176
H -1.3603 -3.0380 0.9275
H -0.9289 -4.7154 0.6057
H -2.5600 -4.1438 0.2434
H 0.7097 -2.7895 -2.1969
H 1.0184 -4.0883 -1.0603
H 2.6503 -3.7678 0.8044
H 1.2508 -3.6342 1.9041
H 2.6111 -2.4848 2.0320
H 3.2114 -2.4704 -1.2649
H 3.5040 -0.9625 -0.3699
H 2.5411 -0.9398 -1.8668
H -2.3935 -4.9504 -2.0635
H -0.8603 -5.6209 -1.5791
H 1.3379 -6.0952 -3.0542
H 1.6843 -4.3964 -3.4424
H 1.5500 -5.6028 -4.7340
H -1.6865 -2.7846 -4.8166
H -0.3345 -3.3660 -5.7870
H -0.0130 -2.5537 -4.2497
C -2.3370 -1.2727 4.6607
C -2.0224 -0.6988 3.3186
N -1.0794 -1.1514 2.5609
O -0.2595 -2.1157 3.1569
C -2.6979 0.4496 2.7764
C -3.9888 1.0072 3.2710
N -2.0796 0.9883 1.7441
O -2.6469 1.9887 1.1773
H -1.4148 -1.5346 5.1743
H -2.9207 -2.1896 4.5552
H -2.9057 -0.5664 5.2593
H 0.6091 -1.6772 3.0972
H -4.4950 0.3144 3.9409
H -4.6382 1.2291 2.4222
H -3.8400 1.9568 3.7912
O 5.4875 1.1855 2.7229
S 4.4319 1.2795 1.7604
O 4.7685 1.1459 0.3615
N 3.2025 0.2513 2.0968
C 2.0814 0.9068 2.2795
O 0.9562 0.3508 2.4428
C 2.1984 2.4001 2.2328
C 1.1928 3.3431 2.3466
C 1.5408 4.6793 2.1873
C 2.8586 5.0502 1.9269
C 3.8646 4.0962 1.8086
C 3.4980 2.7763 1.9651
H 0.1702 3.0386 2.5360
H 0.7784 5.4439 2.2629
H 3.1018 6.0984 1.8098
H 4.8870 4.3774 1.5941
I -1.2344 5.1855 -1.7684
C 0.0414 3.6047 -1.3152
C 1.3814 3.6481 -1.6603
C 2.1734 2.5714 -1.3017
C 1.5964 1.5148 -0.6237
N 0.3006 1.4683 -0.2881
C -0.4666 2.5122 -0.6331
H 1.7966 4.5008 -2.1806
H 3.2350 2.5430 -1.5064
H 2.2139 0.6918 -0.3049
H -1.4924 2.4746 -0.2832
```

Calculated values
⟨S²⟩	0.78
F_max	0.2	eV/Å
total charge	0
LUMO energy (alpha / beta)	0.2 / 0.1	eV
gap between HOMO and LUMO (alpha / beta)	8.17 / 8.11	eV
calculated total energy	-277647.988	eV
energy relative to the best compared isomer or geometry (same formula, charge and spin)	0.219	eV
2S+1	2

# 4
ORCA calculation (ωB97M-V with the def2-TZVPD basis set) on a molecular structure, C27H42AsN6S2V.

The geometry in XYZ format:
```
79
C27H42AsN6S2V | OMol25 | ωB97M-V with the def2-TZVPD basis set
V 0.2478 -0.0362 -0.8283
C 4.9933 1.6866 1.8292
C 5.2571 1.4493 0.3461
N 4.7365 0.1823 -0.1500
C 3.3432 -0.0086 -0.1349
S 2.2984 1.2959 -0.6225
N 2.9309 -1.1914 0.1862
N 1.5658 -1.3435 0.0805
C 1.0827 -2.5278 0.5317
C 1.9988 -3.5881 1.0573
C -0.3000 -2.6091 0.4982
C -1.1016 -3.7055 0.9511
C -2.4539 -3.6174 0.9727
C -3.0809 -2.4071 0.5372
C -2.2922 -1.3974 0.0798
N -0.9336 -1.4549 0.0061
H 5.3795 2.6575 2.1486
H 5.4656 0.9125 2.4395
H 3.9199 1.6659 2.0227
H 6.3307 1.4663 0.1410
H 4.8027 2.2458 -0.2426
H 5.1644 -0.6168 0.3035
H 2.5619 -3.2244 1.9207
H 2.7398 -3.8733 0.3067
H 1.4454 -4.4769 1.3549
H -0.6106 -4.6085 1.2891
H -3.0520 -4.4500 1.3237
H -4.1543 -2.2808 0.5696
H -2.7167 -0.4583 -0.2538
S 2.2255 -1.6984 -4.7009
C 2.0144 -0.9474 -3.1603
N 0.8087 -0.9280 -2.7030
C -0.0749 -1.5489 -3.5829
C -1.4450 -1.7107 -3.3773
C -2.1807 -2.3527 -4.3502
C -1.5753 -2.8324 -5.5195
C -0.2213 -2.6773 -5.7334
C 0.5249 -2.0320 -4.7493
H 2.8482 -0.5197 -2.6194
H -1.8919 -1.3271 -2.4707
H -3.2443 -2.4916 -4.2059
H -2.1779 -3.3340 -6.2662
H 0.2480 -3.0504 -6.6342
C -2.3046 3.2948 4.6209
C -1.5819 1.9530 4.5663
As -1.2610 1.4038 2.6885
C 0.0331 -0.0733 2.9598
C 0.5792 -0.3037 4.3635
C 0.0091 2.8329 2.2023
C 1.2189 3.0248 3.1048
H -2.5755 3.5692 5.6439
H -3.2212 3.2736 4.0270
H -1.6781 4.0955 4.2212
H -2.1954 1.1719 5.0213
H -0.6483 1.9972 5.1290
H 0.8447 0.1136 2.2513
H -0.4607 -0.9752 2.5994
H 1.1390 0.5561 4.7367
H 1.2560 -1.1623 4.3650
H -0.2165 -0.5137 5.0821
H -0.5694 3.7571 2.1179
H 0.3312 2.5694 1.1928
H 0.9358 3.3065 4.1222
H 1.8770 3.8064 2.7152
H 1.8095 2.1089 3.1610
C -3.0438 2.0737 -1.6351
C -1.5502 2.2476 -1.9373
C -1.3272 2.2294 -3.4565
C -1.0708 3.5888 -1.3717
N -0.8169 1.1799 -1.3303
H -3.6344 2.8921 -2.0590
H -3.2009 2.0445 -0.5548
H -3.4041 1.1328 -2.0589
H -1.8736 3.0385 -3.9525
H -1.6610 1.2765 -3.8729
H -0.2619 2.3396 -3.6710
H -1.5798 4.4282 -1.8568
H 0.0056 3.6908 -1.5247
H -1.2664 3.6323 -0.2990
```

Calculated values
⟨S²⟩	1.15
F_max	0.1	eV/Å
total charge	-1
LUMO energy (alpha / beta)	2.4 / 2.4	eV
gap between HOMO and LUMO (alpha / beta)	4.78 / 4.62	eV
calculated total energy	-145820.710	eV
energy relative to the best compared isomer or geometry (same formula, charge and spin)	0.000	eV
2S+1	2

# 5
ORCA calculation (ωB97M-V with the def2-TZVPD basis set) on a molecular structure, C27H42BN9O8SSe3TeY.

The geometry in XYZ format:
```
93
C27H42BN9O8SSe3TeY | OMol25 | ωB97M-V with the def2-TZVPD basis set
Y 1.0450 -0.3497 -0.0223
Se 1.7923 -2.9727 1.4296
Se 2.2136 -3.1877 -0.8467
Te 4.6027 -2.3779 -0.9802
Se 3.9551 0.0430 -1.1882
C 3.1971 0.7451 2.5006
C 3.9376 1.6335 3.5336
N 3.5001 3.0295 3.4241
C 2.0635 3.0869 3.6987
C 1.2764 2.1641 2.7325
N 2.2008 1.5458 1.7675
C 2.8879 2.6374 1.0507
C 3.7310 3.4743 2.0470
H 2.6736 -0.0818 2.9855
H 3.8832 0.3150 1.7689
H 5.0166 1.6030 3.3702
H 3.7475 1.2992 4.5563
H 1.7399 4.1262 3.6089
H 1.9085 2.7821 4.7364
H 0.5221 2.7120 2.1641
H 0.7627 1.3730 3.2732
H 2.1239 3.2547 0.5806
H 3.5119 2.2040 0.2720
H 3.4726 4.5332 1.9790
H 4.7984 3.3778 1.8392
O 6.3247 -1.5148 -4.3656
C 5.3338 -1.4527 -5.3504
N 4.1071 -0.9196 -4.7820
C 2.9681 -0.9407 -5.5003
O 2.9466 -1.2159 -6.6935
C 1.7334 -0.5627 -4.7423
C 0.6577 0.0605 -5.3465
C -0.4373 0.3961 -4.5685
C -0.4108 0.1185 -3.2112
N 0.6142 -0.4994 -2.6243
C 1.6421 -0.8501 -3.3870
H 5.9818 -2.0157 -3.6078
H 5.1177 -2.4339 -5.7861
H 5.6996 -0.8041 -6.1475
H 4.1418 -0.5391 -3.8387
H 0.6925 0.2792 -6.4064
H -1.2995 0.8876 -4.9983
H -1.2305 0.3951 -2.5575
H 2.4332 -1.3889 -2.8910
N -2.1101 3.2778 -0.7811
C -2.6441 3.2531 0.4654
N -2.3314 2.3967 1.3683
C -3.0644 2.5981 2.5233
C -2.9495 1.8519 3.6911
C -3.7439 2.1728 4.7797
C -4.6543 3.2278 4.7232
C -4.7825 3.9842 3.5672
C -3.9841 3.6597 2.4812
S -3.9050 4.4232 0.9209
H -1.2032 2.8205 -0.8109
H -2.0976 4.1730 -1.2428
H -2.2483 1.0299 3.7243
H -3.6561 1.5956 5.6914
H -5.2652 3.4616 5.5852
H -5.4838 4.8067 3.5158
N -1.8141 -1.5117 2.7285
C -0.5392 -1.1101 2.8571
N 0.1463 -1.5004 3.9790
O -0.0007 -0.3443 2.0493
H -2.1577 -2.2520 3.3141
H -2.2036 -1.4458 1.7871
H -0.1517 -2.3558 4.4204
H 1.1488 -1.4432 3.8642
C -3.9368 -1.9323 -1.9177
C -3.2882 -2.6793 -0.7568
C -4.3525 -3.2185 0.1792
O -2.4741 -1.7252 -0.0426
B -1.1316 -1.7955 -0.5071
O -1.0529 -2.9105 -1.3575
C -2.2336 -3.7162 -1.2254
C -2.5321 -4.3745 -2.5593
C -1.9306 -4.7737 -0.1683
H -4.4994 -1.0871 -1.5196
H -4.6157 -2.5763 -2.4795
H -3.1710 -1.5467 -2.5912
H -5.0177 -2.4082 0.4815
H -3.9114 -3.6546 1.0742
H -4.9475 -3.9834 -0.3261
H -2.5954 -3.6373 -3.3569
H -3.4698 -4.9345 -2.5117
H -1.7251 -5.0663 -2.8024
H -1.6886 -4.2998 0.7848
H -1.0485 -5.3315 -0.4844
H -2.7621 -5.4681 -0.0333
O 0.7536 3.7778 -1.5816
N 1.1486 2.6149 -1.6670
O 1.9345 2.2217 -2.5057
O 0.6632 1.7666 -0.8039
```

Calculated values
F_max	0.6	eV/Å
total charge	-1
LUMO energy	2.0	eV
gap between HOMO and LUMO	6.49	eV
calculated total energy	-274367.054	eV
energy relative to the best compared isomer or geometry (same formula, charge and spin)	0.822	eV

# 6
ORCA calculation (ωB97M-V with the def2-TZVPD basis set) on a molecular structure, C27H42BrEuN2O5SSi.

The geometry in XYZ format:
```
80
C27H42BrEuN2O5SSi | OMol25 | ωB97M-V with the def2-TZVPD basis set
Eu 0.1743 0.1526 -0.0758
O -2.5449 -0.3057 0.0190
C -2.8398 -0.8232 1.3125
C -2.0567 -2.0986 1.5871
N -0.6203 -1.9173 1.3695
C -0.0865 -2.9712 0.4834
C -0.6148 -2.7709 -0.9621
O -1.2502 -3.6782 -1.5008
O -0.3534 -1.6256 -1.4635
C 0.1501 -1.7833 2.6125
C 1.5829 -1.2186 2.4284
O 2.3846 -1.4244 3.3350
O 1.7960 -0.6063 1.3313
H -2.7167 -0.9832 -0.6495
H -2.5671 -0.0273 2.0073
H -3.9125 -1.0243 1.4158
H -2.2577 -2.4402 2.6109
H -2.4180 -2.8778 0.9093
H 1.0015 -2.8961 0.4852
H -0.3809 -3.9688 0.8309
H -0.3764 -1.0880 3.2719
H 0.2583 -2.7399 3.1406
S -2.3729 4.1712 1.6357
C -1.7940 3.4607 3.0780
C -0.9819 2.3986 2.8182
C -0.7777 2.0835 1.4237
C -1.4905 2.9835 0.6808
C -1.6088 3.0458 -0.7959
C -2.3711 4.0339 -1.4377
C -2.4664 4.0466 -2.8130
C -1.8130 3.0709 -3.5556
C -1.0819 2.1329 -2.8519
N -0.9656 2.1221 -1.5272
H -2.0780 3.8680 4.0372
H -0.5123 1.8445 3.6251
H -2.8872 4.7817 -0.8506
H -3.0521 4.8140 -3.3055
H -1.8696 3.0303 -4.6344
H -0.5623 1.3345 -3.3715
C 4.2414 0.2803 -6.2247
C 3.3091 0.7614 -5.0969
C 3.2667 2.2952 -5.1215
C 1.8870 0.2825 -5.4278
Si 3.9210 0.1369 -3.3885
Br 2.2626 0.4831 -2.0186
C 5.3644 1.1732 -2.6630
C 6.4906 1.3493 -3.6984
C 5.9514 0.4864 -1.4212
C 4.9188 2.5703 -2.1997
C 4.2088 -1.7538 -3.3086
C 3.1344 -2.5062 -4.1039
C 5.5862 -2.1165 -3.8959
C 4.1377 -2.2959 -1.8695
H 3.9108 0.7155 -7.1758
H 4.2140 -0.8043 -6.3399
H 5.2811 0.5728 -6.0788
H 2.8206 2.6173 -6.0700
H 4.2572 2.7450 -5.0610
H 2.6539 2.7045 -4.3150
H 1.5772 0.7548 -6.3679
H 1.1698 0.5683 -4.6598
H 1.8095 -0.7920 -5.5620
H 6.8705 0.4003 -4.0809
H 7.3322 1.8717 -3.2274
H 6.1764 1.9511 -4.5518
H 6.4476 -0.4557 -1.6492
H 5.1940 0.2998 -0.6567
H 6.7031 1.1521 -0.9808
H 4.4761 3.1773 -2.9851
H 5.8035 3.1025 -1.8311
H 4.2024 2.5133 -1.3801
H 3.1996 -2.3214 -5.1763
H 2.1232 -2.2651 -3.7666
H 3.2808 -3.5814 -3.9511
H 5.7131 -1.7725 -4.9247
H 5.6966 -3.2075 -3.9020
H 6.4097 -1.7126 -3.3069
H 3.1656 -2.1172 -1.4102
H 4.8933 -1.8826 -1.2067
H 4.2907 -3.3804 -1.9096
```

Calculated values
⟨S²⟩	15.76
F_max	1.4	eV/Å
total charge	-1
LUMO energy (alpha / beta)	2.3 / 2.3	eV
gap between HOMO and LUMO (alpha / beta)	5.13 / 7.16	eV
calculated total energy	-149988.722	eV
energy relative to the best compared isomer or geometry (same formula, charge and spin)	0.000	eV
2S+1	8